{
  "formula": "C17H39B2Cl2IO",
  "method": "ωB97M-V with the def2-TZVPD basis set",
  "spin_multiplicity": 1,
  "smiles": "CCB(O)B(I)[C@@H](Cl)[C@H](C)Cl.CCCCCC.CCCCCC",
  "gap_ev": 8.89,
  "elements": ["C", "C", "B", "O", "B", "I", "C", "Cl", "C", "C", "Cl", "H", "H", "H", "H", "H", "H", "H", "H", "H", "H", "H", "C", "C", "C", "C", "C", "C", "H", "H", "H", "H", "H", "H", "H", "H", "H", "H", "H", "H", "H", "H", "C", "C", "C", "C", "C", "C", "H", "H", "H", "H", "H", "H", "H", "H", "H", "H", "H", "H", "H", "H"],
  "positions_angstrom": [[-1.220, -2.456, -1.015], [0.167, -2.111, -0.436], [1.103, -3.353, -0.664], [1.355, -3.727, -1.969], [1.765, -4.223, 0.635], [3.793, -3.851, 1.087], [0.880, -5.245, 1.473], [1.781, -6.688, 2.029], [0.156, -4.556, 2.634], [1.022, -4.274, 3.857], [-1.254, -5.574, 3.120], [-1.143, -2.690, -2.077], [-1.631, -3.350, -0.535], [-1.926, -1.638, -0.878], [0.058, -1.889, 0.627], [0.570, -1.226, -0.939], [1.299, -4.677, -2.129], [0.111, -5.623, 0.797], [-0.293, -3.636, 2.258], [0.740, -3.326, 4.312], [0.914, -5.067, 4.593], [2.074, -4.215, 3.577], [-1.059, 3.491, 1.487], [-1.257, 2.510, 2.640], [-0.064, 2.433, 3.593], [1.249, 1.966, 2.960], [1.188, 0.600, 2.280], [0.828, -0.537, 3.231], [-0.220, 3.200, 0.852], [-1.948, 3.529, 0.857], [-0.867, 4.499, 1.861], [-1.483, 1.517, 2.238], [-2.137, 2.808, 3.215], [-0.322, 1.775, 4.427], [0.099, 3.422, 4.032], [2.017, 1.939, 3.740], [1.589, 2.708, 2.232], [2.161, 0.392, 1.826], [0.470, 0.623, 1.455], [1.548, -0.614, 4.048], [0.828, -1.489, 2.700], [-0.165, -0.401, 3.666], [-1.242, 1.311, -1.625], [-1.176, 2.715, -2.217], [-1.766, 2.809, -3.623], [-1.057, 1.951, -4.673], [0.436, 2.237, -4.832], [0.739, 3.663, -5.281], [-0.668, 0.597, -2.218], [-0.835, 1.297, -0.612], [-2.274, 0.957, -1.578], [-0.140, 3.064, -2.218], [-1.725, 3.398, -1.564], [-1.762, 3.855, -3.940], [-2.819, 2.511, -3.586], [-1.552, 2.105, -5.637], [-1.191, 0.893, -4.433], [0.846, 1.537, -5.564], [0.958, 2.031, -3.893], [0.254, 3.881, -6.235], [1.812, 3.814, -5.410], [0.392, 4.398, -4.554]],
  "atomic_forces_ev_per_a": [[0.1, -0.2, -0.1], [0.0, -0.1, 0.0], [0.3, 0.0, 0.0], [-0.8, -0.1, 0.0], [-0.4, -0.2, -0.1], [0.0, 0.1, 0.0], [0.1, 0.1, 0.0], [0.0, -0.1, 0.0], [0.0, -0.1, 0.1], [0.1, 0.1, -0.1], [-0.1, 0.1, 0.0], [0.0, 0.1, 0.0], [-0.1, 0.1, 0.1], [0.0, 0.0, 0.0], [0.1, 0.2, 0.0], [0.0, 0.1, 0.1], [0.7, 0.1, 0.0], [0.0, -0.1, 0.1], [0.0, 0.0, -0.1], [-0.1, -0.1, 0.1], [0.1, 0.0, 0.0], [0.0, 0.0, 0.0], [0.0, -0.1, 0.0], [0.0, 0.0, 0.0], [0.0, 0.0, 0.0], [0.0, 0.0, 0.0], [0.0, 0.0, 0.1], [0.0, 0.0, -0.1], [0.0, 0.0, 0.0], [0.0, 0.0, 0.0], [0.0, 0.0, 0.0], [0.0, 0.0, 0.0], [0.0, 0.0, 0.0], [0.0, 0.0, 0.0], [0.0, 0.0, 0.0], [0.0, 0.0, 0.0], [0.0, 0.0, 0.0], [0.0, 0.0, 0.0], [0.0, 0.0, 0.0], [0.0, 0.0, 0.0], [0.0, -0.1, 0.0], [0.0, 0.0, 0.0], [0.1, 0.0, 0.0], [-0.1, 0.0, 0.0], [0.0, 0.0, 0.0], [0.0, 0.0, 0.0], [0.0, 0.0, 0.0], [0.0, 0.0, 0.0], [0.0, 0.0, 0.0], [0.0, 0.0, 0.0], [0.0, 0.0, 0.0], [0.0, 0.0, 0.0], [0.0, 0.0, 0.0], [0.0, 0.0, 0.0], [0.0, 0.0, 0.0], [0.0, 0.0, 0.0], [0.0, 0.0, 0.0], [0.0, 0.0, 0.0], [0.0, 0.0, 0.0], [0.0, 0.0, 0.0], [0.0, 0.0, 0.0], [0.0, 0.0, 0.0]],
  "lowdin_charge": [-0.09, -0.16, -0.52, 0.12, -0.76, 0.97, -0.75, 0.61, -0.76, -0.14, 0.61, 0.08, 0.08, 0.06, 0.07, 0.10, 0.11, 0.08, 0.08, 0.07, 0.07, 0.04, -0.11, -0.26, -0.23, -0.22, -0.26, -0.10, 0.06, 0.06, 0.08, 0.10, 0.10, 0.10, 0.11, 0.11, 0.10, 0.11, 0.08, 0.08, 0.04, 0.08, -0.11, -0.27, -0.23, -0.23, -0.27, -0.11, 0.06, 0.05, 0.08, 0.10, 0.09, 0.10, 0.11, 0.11, 0.10, 0.10, 0.10, 0.07, 0.07, 0.06]
}

{
  "formula": "C43H50BrN4O8SiW",
  "method": "ωB97M-V with the def2-TZVPD basis set",
  "spin_multiplicity": 3,
  "total_charge": -1,
  "gap_ev": [6.31, 7.00],
  "elements": ["W", "C", "C", "C", "C", "C", "C", "C", "Br", "C", "O", "C", "C", "C", "C", "C", "C", "H", "H", "H", "H", "H", "H", "H", "H", "H", "H", "H", "H", "H", "H", "H", "H", "H", "H", "H", "H", "O", "C", "O", "C", "C", "C", "C", "C", "N", "H", "H", "H", "H", "O", "C", "O", "C", "C", "C", "N", "C", "C", "C", "O", "O", "H", "H", "H", "C", "C", "C", "C", "Si", "O", "C", "C", "C", "C", "C", "C", "C", "C", "C", "C", "C", "C", "H", "H", "H", "H", "H", "H", "H", "H", "H", "H", "H", "H", "H", "H", "H", "H", "H", "H", "H", "N", "N", "H", "H", "H", "H"],
  "positions_angstrom": [[-0.376, 0.252, -0.742], [5.375, -2.716, 3.896], [5.679, -2.700, 2.393], [6.205, -4.079, 1.993], [6.774, -1.665, 2.109], [4.404, -2.329, 1.627], [3.813, -1.082, 1.811], [2.646, -0.757, 1.159], [1.930, 0.917, 1.603], [1.982, -1.629, 0.249], [0.837, -1.326, -0.365], [2.570, -2.903, 0.075], [3.756, -3.191, 0.769], [2.078, -4.087, -0.803], [3.151, -4.366, -1.872], [1.913, -5.329, 0.089], [0.757, -3.908, -1.546], [6.271, -2.985, 4.465], [4.592, -3.445, 4.122], [5.031, -1.737, 4.242], [7.123, -4.292, 2.549], [6.438, -4.128, 0.926], [5.486, -4.871, 2.223], [7.696, -1.934, 2.635], [6.478, -0.665, 2.435], [6.990, -1.617, 1.039], [4.249, -0.347, 2.478], [4.188, -4.170, 0.612], [4.121, -4.608, -1.431], [3.285, -3.493, -2.518], [2.841, -5.206, -2.500], [2.851, -5.647, 0.549], [1.536, -6.163, -0.512], [1.193, -5.133, 0.888], [0.739, -2.986, -2.098], [-0.105, -3.930, -0.877], [0.641, -4.730, -2.258], [2.431, 2.434, -2.719], [1.400, 1.968, -2.310], [1.313, 1.027, -1.431], [0.030, 2.381, -2.754], [-0.188, 3.285, -3.766], [-1.486, 3.555, -4.160], [-2.517, 2.905, -3.520], [-2.224, 2.034, -2.495], [-0.962, 1.800, -2.107], [0.679, 3.743, -4.225], [-1.692, 4.265, -4.951], [-3.550, 3.070, -3.795], [-3.000, 1.533, -1.934], [-0.488, -4.323, -6.037], [-1.522, -3.724, -5.681], [-2.714, -3.833, -6.024], [-1.270, -2.646, -4.616], [-0.086, -1.946, -4.569], [0.168, -1.080, -3.513], [-0.710, -0.913, -2.528], [-1.884, -1.527, -2.596], [-2.204, -2.397, -3.596], [-2.846, -1.149, -1.460], [-3.979, -1.538, -1.367], [-2.267, -0.320, -0.625], [0.660, -2.120, -5.334], [1.100, -0.541, -3.423], [-3.167, -2.892, -3.595], [-0.279, 3.674, 3.044], [-1.692, 3.091, 2.954], [-1.782, 1.863, 3.869], [-2.693, 4.158, 3.428], [-2.112, 2.577, 1.188], [-0.981, 1.491, 0.688], [-1.843, 4.136, 0.132], [-2.774, 5.111, -0.257], [-2.392, 6.257, -0.951], [-1.059, 6.469, -1.274], [-0.111, 5.524, -0.904], [-0.503, 4.381, -0.216], [-3.869, 1.926, 1.226], [-4.981, 2.783, 1.168], [-6.282, 2.306, 1.279], [-6.508, 0.949, 1.466], [-5.428, 0.080, 1.541], [-4.132, 0.563, 1.420], [-0.063, 3.959, 4.083], [-0.161, 4.567, 2.425], [0.479, 2.952, 2.734], [-1.614, 2.157, 4.914], [-1.018, 1.122, 3.608], [-2.762, 1.377, 3.816], [-2.445, 4.467, 4.452], [-3.722, 3.785, 3.434], [-2.666, 5.053, 2.796], [-3.824, 4.987, -0.041], [-3.142, 6.985, -1.237], [-0.763, 7.357, -1.821], [0.934, 5.666, -1.161], [0.256, 3.653, 0.054], [-4.847, 3.849, 1.050], [-7.116, 2.996, 1.217], [-7.520, 0.570, 1.543], [-5.588, -0.984, 1.671], [-3.323, -0.155, 1.421], [-1.370, -2.468, 1.425], [-0.772, -1.228, 1.828], [-1.467, -3.112, 2.203], [-0.739, -2.867, 0.741], [-0.006, -1.408, 2.470], [-1.487, -0.688, 2.296]],
  "atomic_forces_ev_per_a": [[0.1, -1.0, 1.4], [0.0, 0.0, 0.1], [-0.1, 0.0, -0.1], [0.0, 0.0, 0.0], [0.1, 0.0, 0.0], [0.1, 0.2, 0.2], [0.2, -0.2, 0.0], [-0.1, -0.5, -0.4], [-0.2, 0.4, 0.2], [0.1, -0.1, 0.2], [-0.2, 0.3, -0.2], [0.2, -0.2, 0.1], [-0.1, -0.1, -0.2], [0.1, 0.1, 0.0], [0.0, 0.0, 0.0], [0.0, -0.1, 0.0], [-0.1, -0.1, 0.1], [-0.1, 0.0, 0.0], [0.0, 0.0, 0.0], [0.0, -0.1, 0.0], [0.0, 0.0, 0.0], [0.0, 0.0, 0.1], [0.0, 0.1, 0.0], [-0.1, 0.0, 0.0], [0.0, -0.1, 0.0], [0.0, 0.0, 0.1], [0.0, -0.1, 0.0], [0.0, 0.1, 0.0], [-0.1, 0.0, 0.0], [0.0, 0.0, 0.0], [0.0, 0.0, 0.0], [-0.1, 0.0, 0.0], [0.0, 0.1, 0.0], [0.0, 0.0, 0.0], [0.0, 0.2, -0.2], [0.0, 0.1, 0.0], [0.0, 0.0, 0.1], [0.3, 0.6, -0.6], [-0.1, -0.2, 0.4], [1.4, 0.3, 0.2], [0.5, 0.7, -0.6], [0.2, 0.3, -0.3], [0.3, 0.3, -0.2], [-0.4, -0.1, 0.2], [-0.1, 0.1, 0.3], [-0.8, -0.6, -0.2], [0.0, 0.0, 0.0], [0.0, 0.0, 0.0], [0.0, 0.0, 0.0], [0.0, -0.1, 0.0], [-0.2, 0.1, 0.0], [-0.2, 0.0, -0.3], [0.2, -0.1, 0.0], [-0.6, -0.2, 0.6], [0.6, 0.5, 0.2], [0.1, -0.3, -0.6], [0.6, 0.6, 0.1], [-1.2, -0.1, 0.8], [0.0, -0.4, -0.7], [0.8, -0.2, -0.4], [-0.2, -0.1, -0.2], [-1.1, -0.4, 0.5], [0.0, 0.0, 0.0], [0.1, 0.0, 0.0], [0.0, 0.0, -0.1], [0.1, 0.0, 0.1], [-0.1, 0.1, 0.2], [0.0, 0.0, 0.1], [0.0, 0.0, 0.0], [0.8, -0.2, -0.3], [-0.6, 0.6, -0.1], [0.0, 0.2, -0.2], [0.2, 0.0, -0.1], [0.0, -0.1, 0.1], [0.0, -0.1, 0.0], [-0.1, -0.1, 0.0], [-0.1, 0.1, -0.1], [-0.4, 0.0, -0.1], [0.0, -0.2, 0.1], [0.1, 0.0, 0.0], [0.1, 0.0, 0.0], [0.0, 0.1, 0.0], [0.0, 0.0, 0.0], [0.0, 0.0, -0.1], [0.0, 0.0, 0.0], [-0.1, 0.0, 0.0], [0.0, 0.0, -0.1], [0.0, 0.1, 0.0], [0.0, 0.1, 0.0], [0.0, 0.0, -0.1], [0.1, 0.0, 0.0], [0.0, -0.1, 0.0], [0.0, 0.0, 0.0], [0.0, 0.0, 0.0], [0.0, 0.0, 0.0], [-0.1, 0.0, 0.0], [0.0, 0.0, 0.0], [0.0, 0.0, 0.0], [0.0, 0.0, 0.0], [0.0, 0.0, 0.0], [0.0, 0.0, 0.0], [0.0, 0.1, 0.0], [0.0, 0.2, -0.1], [-0.4, -0.4, 0.1], [0.1, -0.1, 0.0], [0.0, -0.1, -0.1], [0.1, 0.3, 0.1], [0.1, 0.1, 0.1]],
  "lowdin_charge": [1.71, -0.05, -0.56, -0.07, -0.05, -0.18, -0.11, -0.56, 0.91, -0.32, -0.30, -0.06, 0.00, -0.52, -0.04, -0.05, -0.05, 0.08, 0.09, 0.08, 0.08, 0.09, 0.08, 0.08, 0.08, 0.09, 0.09, 0.08, 0.07, 0.09, 0.09, 0.07, 0.09, 0.09, 0.05, 0.08, 0.10, 0.10, -0.59, -0.22, -0.19, 0.02, -0.03, -0.02, -0.07, -0.01, 0.13, 0.11, 0.12, 0.12, -0.04, -0.70, -0.04, -0.08, 0.02, -0.09, -0.05, -0.17, 0.08, -0.53, 0.11, -0.24, 0.12, 0.12, 0.14, -0.09, -0.60, -0.09, -0.09, 0.52, -0.49, -0.20, -0.09, -0.09, -0.10, -0.08, -0.11, -0.20, -0.10, -0.09, -0.09, -0.07, -0.09, 0.09, 0.07, 0.02, 0.08, 0.06, 0.08, 0.08, 0.07, 0.08, 0.07, 0.10, 0.10, 0.11, 0.10, 0.07, 0.10, 0.10, 0.11, 0.08, -0.03, -0.07, 0.07, 0.03, 0.07, 0.04]
}

Which formula does entry 1 have?
C17H39B2Cl2IO